No. 1
{
  "formula": "C8H8N4",
  "method": "wB97M-V/def2-TZVPD",
  "smiles": "c1cnccn1.c1cnccn1",
  "e_homo_ev": -9.1,
  "orbital_gap_ev": 8.86,
  "total_charge": 0,
  "lumo_ha": -0.008,
  "species": ["C", "C", "N", "C", "C", "N", "H", "H", "H", "H", "C", "C", "N", "C", "C", "N", "H", "H", "H", "H"],
  "xyz": [[2.03209, -0.91326, 1.91752], [0.94774, -0.68281, 1.03611], [0.42529, 0.53569, 0.80349], [0.92491, 1.54345, 1.66324], [1.97521, 1.31652, 2.65305], [2.59688, 0.06629, 2.68776], [2.52115, -1.89590, 1.88876], [0.59051, -1.46365, 0.35181], [0.51918, 2.53380, 1.41792], [2.40917, 2.19972, 3.14012], [-1.39023, 0.06142, -0.50242], [-1.86478, -1.23915, -0.83584], [-2.17074, -1.52654, -2.10034], [-1.78115, -0.63538, -3.02569], [-1.16656, 0.58320, -2.61720], [-1.03700, 1.08006, -1.35743], [-1.04481, 0.29628, 0.51302], [-1.95807, -2.05228, -0.10390], [-1.83532, -0.93049, -4.08190], [-0.69346, 1.12304, -3.44807]],
  "atomic_forces_ev_per_a": [[0.1, 1.4, 0.2], [0.7, 0.8, -0.2], [5.4, 1.8, 4.7], [0.8, -2.0, -0.3], [-1.0, -1.7, -3.2], [-2.0, 1.0, -0.6], [-0.2, 0.5, 0.3], [0.1, 0.1, 0.5], [0.3, -0.4, 0.5], [-0.1, -0.8, 0.2], [-1.2, 0.0, 0.1], [0.2, 1.7, -0.7], [0.5, -0.3, -0.7], [0.6, 0.4, 1.7], [0.1, 0.4, -1.1], [-1.2, -3.9, -1.3], [-2.4, -0.4, -0.9], [-0.2, 0.6, -0.1], [-0.2, 0.3, 0.5], [-0.4, 0.4, 0.5]]
}

No. 2
{
  "formula": "C8H8N4O4",
  "method": "wB97M-V/def2-TZVPD",
  "smiles": "O=c1cc[nH]c(=O)[nH]1.O=c1cc[nH]c(=O)[nH]1",
  "e_homo_ev": -9.3,
  "orbital_gap_ev": 9.75,
  "total_charge": 0,
  "lumo_ha": 0.017,
  "species": ["O", "C", "C", "C", "N", "C", "O", "N", "H", "H", "H", "H", "O", "C", "C", "C", "N", "C", "O", "N", "H", "H", "H", "H"],
  "xyz": [[5.16099, -1.06833, -0.38091], [4.08973, -0.57958, -0.08793], [3.96624, 0.94576, 0.17678], [2.88692, 1.60518, 0.08462], [1.72743, 0.87728, -0.18492], [1.55924, -0.43054, -0.18660], [0.50944, -0.89502, -0.56441], [2.78539, -1.19411, -0.27861], [4.83688, 1.47218, 0.45801], [2.79936, 2.69326, 0.41440], [0.91985, 1.38012, -0.38229], [2.62114, -2.22422, -0.41367], [-0.92672, 1.59087, 0.96533], [-1.79810, 0.79791, 0.60166], [-1.83815, -0.50407, 1.33602], [-2.92040, -1.31983, 1.16792], [-3.84590, -1.06297, 0.18467], [-3.72248, 0.04031, -0.68324], [-4.56487, 0.31509, -1.57159], [-2.70677, 0.92210, -0.44774], [-1.08464, -0.79532, 2.11387], [-3.29615, -2.15316, 1.79458], [-4.48068, -1.89591, -0.14064], [-2.80568, 1.85527, -0.80093]],
  "atomic_forces_ev_per_a": [[-1.2, -0.4, 0.9], [-0.9, 1.5, -1.7], [3.7, -3.5, 0.4], [-3.8, 1.8, 0.8], [1.3, 2.6, 1.0], [1.9, -2.0, -3.2], [-0.8, -1.1, 1.0], [0.2, 0.1, 1.5], [1.1, 0.0, 0.2], [-0.1, -1.6, -1.0], [-1.8, 0.9, 0.0], [0.6, 1.6, 0.2], [-1.5, 0.3, -1.4], [2.2, -1.9, 1.7], [-1.3, -1.2, 0.6], [0.4, 0.5, 0.4], [-1.3, -1.0, -2.0], [-3.4, 0.2, -2.0], [2.0, -1.2, 2.0], [1.3, 0.2, 1.8], [-0.8, 0.9, -1.0], [1.2, 0.4, -0.3], [1.5, 2.7, 0.7], [-0.2, 0.2, -0.6]]
}

No. 3
{
  "formula": "C8H8NO2",
  "method": "wB97M-V/def2-TZVPD",
  "e_homo_ev": [-13.3, -14.4],
  "multiplicity": 3,
  "orbital_gap_ev": [7.09, 7.01],
  "total_charge": 1,
  "lumo_ha": [-0.227, -0.271],
  "species": ["C", "C", "C", "C", "C", "C", "C", "C", "N", "O", "O", "H", "H", "H", "H", "H", "H", "H", "H"],
  "xyz": [[-0.56524, 1.98107, 0.73581], [0.52942, 2.64595, 0.21436], [-0.55834, 0.57218, 0.67855], [1.69085, 2.03108, -0.23566], [0.57539, -0.04228, 0.26551], [1.74555, 0.64436, -0.11319], [0.74079, -1.52265, 0.16334], [-0.23529, -2.17775, -0.84620], [2.79955, -0.13891, -0.45688], [3.81675, -0.06666, -0.95549], [1.95354, -1.86738, -0.20848], [-1.36295, 2.59512, 1.22781], [0.37826, 3.72718, -0.13957], [-1.37291, 0.00279, 1.14756], [2.57719, 2.68967, -0.44051], [0.56247, -1.80037, 1.11656], [-0.24675, -3.16497, -0.57746], [0.41488, -2.03966, -1.77279], [-1.08375, -1.63520, -0.66150]],
  "atomic_forces_ev_per_a": [[-0.4, -0.3, 0.5], [-0.2, 2.5, -2.0], [-0.8, 1.1, 1.6], [0.9, 1.3, 0.7], [1.5, -0.5, -1.0], [-1.5, 1.1, -0.8], [-0.4, 1.7, -1.6], [4.2, 1.0, -1.2], [-0.3, 0.5, 2.3], [1.8, 0.8, -1.7], [0.6, -2.3, -0.2], [0.5, -0.9, -0.8], [0.5, -1.4, 1.4], [0.3, 0.2, -0.6], [-1.0, -1.0, -0.3], [-0.7, -2.1, 3.5], [-0.6, -2.6, 0.3], [-2.1, -0.2, 0.4], [-2.5, 1.0, -0.6]]
}

No. 4
{
  "formula": "C8H8NO2S",
  "method": "wB97M-V/def2-TZVPD",
  "e_homo_ev": -4.5,
  "orbital_gap_ev": 7.49,
  "total_charge": -1,
  "lumo_ha": 0.111,
  "species": ["C", "C", "C", "C", "C", "C", "C", "C", "N", "O", "O", "S", "H", "H", "H", "H", "H", "H", "H", "H"],
  "xyz": [[1.78449, 1.72968, 0.01854], [1.91948, 0.53455, -0.55298], [0.50292, 1.95457, 0.75634], [0.75361, -0.53212, -0.56669], [-0.44952, 1.00775, 0.87965], [-0.46793, -0.26460, 0.26559], [-5.09500, -1.48371, 0.32774], [-1.51979, -1.11577, 0.30428], [-5.24967, -2.59988, 0.59036], [-4.13540, 0.78168, 1.11466], [-5.69787, 0.77512, -0.82000], [-4.49890, 0.15076, -0.20094], [2.54930, 2.41570, -0.00976], [2.70407, 0.48249, -1.27440], [0.35548, 2.86450, 1.41369], [1.10347, -1.58702, -0.38004], [-1.45867, 0.97813, 1.34869], [-1.43006, -2.19087, -0.11040], [-2.39086, -0.98237, 0.83490], [0.36334, -0.33018, -1.51867]],
  "atomic_forces_ev_per_a": [[-3.1, -2.2, 1.0], [-1.5, -0.3, 0.2], [-0.1, 0.9, 1.8], [1.9, -0.1, 0.9], [-2.0, 0.5, 0.5], [0.7, -1.6, -0.9], [-0.4, -1.1, 0.5], [3.0, -2.1, -1.2], [0.0, 0.3, -0.1], [-0.2, -0.7, -0.8], [0.4, -0.5, 0.3], [0.1, 2.0, 0.0], [1.4, 1.8, -0.2], [0.7, -0.9, -0.2], [0.3, -0.9, -1.2], [-0.1, 1.1, -0.8], [0.9, 1.8, 0.5], [0.0, 2.0, 0.3], [-1.6, 0.8, 1.2], [-0.3, -0.7, -2.0]]
}

ΔE to the lowest compared entry with this formula, charge and spin
In order: 91.2, 56.4, 0.0, 33.0
Unit: kcal/mol
E_tot
In order: -14382.485, -22576.482, -13996.315, -24844.087
Unit: eV